The following is a DFT calculation (ωB97M-V/def2-TZVPD) of a 2-piece molecular cluster, C13H30ClN3P overall.

XYZ file:
```
48
Properties=species:S:1:pos:R:3:nbo_charge:R:1
C 3.14 2.22 -1.81 -0.390
N 1.78 2.35 -2.23 -0.498
C 1.49 2.84 -3.58 -0.394
C 0.81 2.39 -1.22 -0.151
Cl -0.80 3.13 -1.64 -0.084
H 3.74 2.38 -2.70 0.218
H 3.38 2.99 -1.05 0.178
H 3.34 1.23 -1.38 0.176
H 2.44 2.69 -4.10 0.205
H 0.68 2.26 -4.04 0.198
H 1.24 3.90 -3.53 0.194
H 1.18 2.84 -0.27 0.193
C -4.22 -1.12 0.18 -0.627
C -3.15 -0.09 0.57 0.124
C -3.16 1.09 -0.41 -0.625
C -3.44 0.44 1.98 -0.631
N -1.82 -0.73 0.59 -0.724
C -1.55 -1.93 -0.20 -0.224
C -0.09 -2.31 0.03 -0.234
N 0.47 -1.32 0.95 -0.727
C 1.88 -1.38 1.34 0.124
C 2.41 -2.81 1.21 -0.627
C 2.00 -0.94 2.81 -0.631
C 2.72 -0.42 0.47 -0.627
P -0.57 -0.16 1.50 1.426
H 0.59 1.36 -1.17 0.169
H -4.18 -1.98 0.87 0.217
H -5.20 -0.62 0.29 0.242
H -4.10 -1.45 -0.86 0.223
H -2.48 1.88 -0.09 0.228
H -2.88 0.76 -1.42 0.220
H -4.18 1.51 -0.45 0.233
H -2.72 1.22 2.30 0.217
H -4.44 0.87 1.99 0.244
H -3.40 -0.39 2.71 0.220
H -2.22 -2.75 0.14 0.227
H -1.75 -1.76 -1.28 0.227
H -0.02 -3.31 0.49 0.227
H 0.47 -2.33 -0.93 0.225
H 2.46 -3.14 0.16 0.223
H 3.44 -2.83 1.62 0.242
H 1.79 -3.50 1.80 0.220
H 1.68 0.12 2.96 0.216
H 1.37 -1.59 3.45 0.224
H 3.04 -1.03 3.13 0.243
H 2.45 0.63 0.66 0.214
H 3.79 -0.54 0.73 0.238
H 2.59 -0.66 -0.59 0.219
```

Output
- LUMO energy: -4.39 eV
- Net charge: +1
- M: 294.83 g mol⁻¹
- Spin multiplicity: 1
- Max |F|: 0.04482 Eh/bohr